This record from the OMol25 dataset describes a 2-piece molecular cluster, C3H10NO3S overall at a distorted geometry. The level of theory is ωB97M-V with the def2-TZVPD basis set.

Calculated values
**2S+1**: 1
**Orbital gap**: 0.385 Ha
**Total energy**: -21733.4916 eV
**Lowest unoccupied orbital energy**: -3.14 eV
**Highest occupied orbital energy**: -13.609 eV
**Energy relative to the best compared isomer or geometry (same formula, charge and spin)**: 173.29 kJ/mol
**Total charge**: +1

Positions of all 18 atoms, in Å:
O: 1.17500 2.18633 -0.85775
C: 0.14217 2.04847 -0.19864
O: -0.79717 2.93755 -0.39990
C: -0.03882 0.71599 0.62737
C: -1.45181 0.08310 0.57846
S: -1.20439 -1.52931 1.56917
N: 0.88987 -0.36274 -0.08653
H: -0.43344 3.66765 -1.16417
H: 0.37095 0.87236 1.64903
H: -2.32299 0.65764 0.91908
H: -1.68115 0.02392 -0.56927
H: -1.48000 -0.95561 2.73719
H: 1.80590 0.05686 -0.29459
H: 1.12617 -1.25207 0.42363
H: 0.47485 -0.64939 -0.93265
H: 1.09400 -2.68008 -2.07545
H: 1.10558 -3.34790 -0.74064
O: 1.22529 -2.47275 -1.18435